{"formula": "C18H32NO3", "method": "ωB97M-V with the def2-TZVPD basis set", "elements": ["H", "H", "H", "H", "H", "H", "H", "H", "O", "H", "H", "H", "H", "H", "H", "O", "O", "H", "C", "C", "C", "H", "C", "C", "H", "C", "H", "C", "C", "C", "H", "H", "H", "C", "C", "C", "H", "N", "H", "C", "C", "C", "C", "H", "H", "C", "H", "H", "H", "H", "C", "H", "H", "H"], "positions_angstrom": [[3.483, 5.471, 0.013], [-2.975, -6.191, -1.747], [4.439, 4.010, 1.746], [-0.028, 1.719, 1.158], [-0.814, -2.623, -0.032], [-3.100, -4.099, -4.135], [1.261, -0.626, 3.409], [-1.711, 1.268, -2.828], [-1.456, -1.052, -1.999], [0.719, 0.870, 3.512], [-2.663, -4.900, -0.263], [2.329, 1.402, 1.925], [-2.502, -1.956, -3.439], [0.485, -2.227, 1.809], [-4.732, -3.543, -3.785], [2.879, 2.966, 0.864], [-1.237, 1.819, -0.864], [2.405, 5.284, -1.216], [-1.106, -0.571, -0.696], [-0.935, 0.758, -0.436], [0.345, -0.118, 1.423], [-4.350, -5.240, -3.719], [0.086, -1.552, 1.270], [-2.117, -2.222, -2.420], [1.505, 4.496, 0.961], [-2.694, -5.039, -1.525], [-4.174, -1.857, -1.782], [-3.955, -4.361, -3.420], [-0.205, 0.945, 0.879], [2.906, 4.745, -0.519], [3.062, 4.063, 2.962], [-2.311, 2.916, -2.041], [5.004, 2.534, 3.657], [-3.358, -2.523, -1.763], [-2.017, 1.804, -2.088], [1.274, 0.094, 2.911], [-3.119, 1.376, -1.604], [2.384, 0.719, 2.402], [-1.203, -2.836, -2.124], [4.180, 2.450, 2.943], [-3.808, -4.054, -1.968], [3.604, 3.534, 2.145], [2.012, 3.796, 0.262], [-4.645, -4.282, -1.375], [-3.075, -2.722, -0.484], [3.345, 1.314, 3.505], [2.849, -0.058, 1.843], [-1.773, -5.184, -1.920], [1.364, 3.130, -0.304], [5.004, 1.646, 2.140], [-0.492, -1.744, -0.065], [3.608, 3.925, -1.259], [3.562, 0.582, 3.993], [2.461, 1.945, 4.087]], "mulliken_charge": [0.381, 0.348, 0.432, 2.158, 0.730, 0.245, 1.061, 0.446, -0.340, 0.376, 0.203, 0.056, 0.252, 0.644, 0.277, -0.392, -0.321, 0.500, 1.076, 0.085, 0.494, 0.530, -1.469, -0.613, 0.287, -1.307, 0.503, -1.458, -2.168, -1.389, 0.248, 0.293, 0.475, -0.348, -0.952, -1.579, 0.290, 0.277, 0.270, -0.809, 0.333, -0.451, -0.127, 0.507, 0.099, -1.029, 0.445, 0.387, 0.308, 0.282, -0.951, 0.216, 0.882, 0.302], "total_charge": 1, "homo_lumo_gap_ha": 0.3038, "lumo_energy_ev": -2.41, "de_lowest_kcal_mol": 445.4}

{"formula": "C3H4N2O", "method": "ωB97M-V with the def2-TZVPD basis set", "elements": ["O", "C", "H", "H", "C", "N", "C", "N", "H", "H"], "positions_angstrom": [[-1.290, -1.045, -0.191], [-0.731, -0.098, 0.793], [-1.152, 2.062, 0.207], [-1.408, -0.598, -1.043], [1.165, -0.020, -0.289], [0.639, -0.587, 0.773], [-0.523, 1.176, 0.160], [0.599, 1.172, -0.571], [1.867, -0.535, -0.928], [0.833, -1.525, 1.088]], "mulliken_charge": [-0.450, -0.019, 0.379, 0.327, -0.074, -0.094, -0.201, -0.474, 0.339, 0.267], "smiles": "Oc1cnc[nH]1", "homo_lumo_gap_ha": [0.2945, 0.2571], "lumo_energy_ev": [-0.56, -0.70], "de_lowest_kcal_mol": 107.3}

{"formula": "C4H12", "method": "ωB97M-V with the def2-TZVPD basis set", "elements": ["H", "H", "H", "H", "H", "C", "C", "C", "H", "H", "H", "C", "H", "H", "H", "H"], "positions_angstrom": [[-2.434, 0.271, 2.440], [-0.927, 0.128, 3.479], [0.739, -1.143, -1.043], [1.270, 1.197, -2.956], [-0.349, 0.690, -2.347], [-0.642, -0.480, 1.510], [1.327, -0.273, -1.405], [-1.353, 0.408, 2.498], [0.436, -0.299, 1.625], [2.337, -0.684, -1.596], [-1.176, 1.493, 2.412], [0.672, 0.353, -2.604], [-1.029, -0.205, 0.495], [0.558, -0.381, -3.407], [-0.799, -1.567, 1.629], [1.428, 0.482, -0.604]], "lowdin_spin": [0.021, 0.052, 0.025, 0.012, 0.026, 0.223, 0.133, 0.202, 0.024, 0.043, 0.037, 0.069, 0.060, 0.013, 0.040, 0.020], "multiplicity": 2, "total_charge": 1, "homo_lumo_gap_ha": [0.4992, 0.1422], "lumo_energy_ev": [-2.99, -11.54], "de_lowest_kcal_mol": 8.4}

{"formula": "C48H54ClN6O4OsS4Te", "method": "ωB97M-V with the def2-TZVPD basis set", "elements": ["H", "C", "C", "C", "C", "C", "C", "N", "N", "H", "H", "S", "C", "H", "C", "H", "C", "C", "O", "N", "C", "H", "C", "C", "H", "C", "H", "H", "H", "H", "H", "C", "N", "S", "H", "C", "H", "C", "C", "H", "C", "C", "H", "C", "N", "Te", "H", "H", "S", "C", "C", "H", "H", "H", "H", "H", "H", "H", "C", "H", "H", "H", "H", "H", "C", "Os", "C", "C", "H", "H", "C", "H", "H", "H", "H", "C", "S", "C", "C", "C", "H", "C", "N", "H", "C", "C", "H", "C", "C", "C", "H", "H", "H", "C", "O", "H", "C", "H", "O", "C", "C", "H", "H", "H", "H", "H", "C", "Cl", "C", "C", "O", "H", "H", "C", "H", "C", "C", "H", "H"], "positions_angstrom": [[1.208, -6.608, 1.890], [-3.210, 0.113, -3.308], [-6.001, 5.327, -1.471], [0.818, -2.946, -2.506], [-2.720, 2.176, -7.828], [1.739, -5.513, 3.687], [-3.409, 5.510, -0.483], [3.035, -3.006, 2.337], [1.074, -0.011, -2.609], [4.203, -2.756, -0.551], [-6.721, 3.031, -2.404], [-0.669, 0.192, 0.242], [-0.173, 2.685, 3.720], [-2.988, 1.162, -8.123], [0.860, 1.308, -3.032], [-0.406, -5.325, 3.707], [0.458, -4.757, 4.056], [0.908, -2.236, -3.708], [0.470, -2.356, -1.388], [0.285, -0.037, -4.646], [-5.619, 6.472, -0.792], [4.421, 2.550, -1.740], [3.102, -3.302, 3.759], [3.557, -2.446, 6.631], [1.932, -3.113, 7.866], [1.770, -5.711, 2.155], [4.196, -6.300, 3.849], [-4.277, -0.118, -3.357], [-1.250, 5.475, -0.637], [0.015, 2.091, -4.920], [0.934, -0.875, 8.128], [0.344, 1.291, -4.282], [1.114, 2.422, -2.246], [-1.357, 1.979, 2.584], [-1.891, 6.637, 0.533], [2.403, -2.262, 7.388], [-6.654, 7.858, 0.486], [3.607, -0.057, 6.223], [1.664, -6.907, 4.331], [1.270, -2.318, -5.828], [1.378, -4.256, -4.936], [-2.391, 3.545, -5.742], [4.365, -4.269, 7.376], [1.836, -1.007, 7.546], [4.068, -3.222, 1.490], [-2.434, 2.785, -1.428], [2.311, -2.724, 4.234], [2.139, -4.650, 6.163], [1.512, 2.350, 3.247], [4.162, -1.321, 6.081], [1.317, -4.969, -3.733], [1.488, -6.038, -3.736], [-3.441, 2.860, -8.278], [0.787, -7.430, 3.947], [-1.744, 2.410, -8.257], [5.044, -3.783, 5.837], [-5.293, 3.038, -3.444], [-6.248, 8.507, -1.097], [0.742, -0.798, -3.638], [2.533, -7.525, 4.085], [-5.268, 2.128, -1.940], [-1.233, 5.017, -3.041], [-2.671, -0.740, -3.724], [4.072, 0.807, 5.769], [1.051, -4.332, -2.540], [1.218, -0.618, -0.646], [-2.911, 1.361, -4.104], [1.120, 1.388, 1.840], [1.570, -6.865, 5.415], [-2.873, 5.539, -3.368], [-2.029, 5.644, 0.108], [0.348, 3.061, -2.069], [-1.867, 4.913, 0.904], [3.619, 2.202, -3.298], [0.343, -4.617, 5.131], [2.041, -2.404, 1.701], [2.358, 0.680, 0.854], [-3.818, 4.367, -1.192], [3.127, -4.806, 5.728], [2.326, 2.826, -1.719], [-0.097, -0.394, -5.505], [-5.632, 3.046, -2.406], [2.369, -2.219, 0.435], [2.788, -5.828, 1.786], [-1.996, 5.070, -3.820], [3.624, -2.738, 0.357], [1.588, -4.763, -5.867], [-4.320, 6.542, -0.301], [4.113, -3.836, 6.405], [3.551, 2.103, -2.211], [-2.185, 4.400, -6.378], [-1.633, 5.718, -4.616], [-3.210, 0.285, -5.930], [3.026, -4.766, 4.186], [-0.484, 3.319, 4.686], [-2.936, 0.202, -2.260], [-6.581, 7.609, -0.574], [-7.014, 5.248, -1.849], [2.367, 3.787, -0.985], [-2.598, 2.600, -3.536], [-0.170, 1.201, 1.560], [1.111, -2.109, 2.159], [-7.578, 7.357, -0.934], [1.308, -4.880, 1.622], [4.061, -2.920, 4.095], [5.084, -1.427, 5.521], [2.433, 0.088, 6.942], [1.698, 1.652, 7.080], [-5.125, 4.260, -1.674], [-2.333, 3.708, -4.363], [4.200, -5.361, 3.636], [3.433, -5.821, 5.988], [0.407, -3.777, 3.582], [1.179, -2.892, -4.912], [1.008, -4.872, -1.603], [-2.699, 2.321, -6.330], [-2.959, 1.248, -5.495], [-4.007, 7.426, 0.244], [3.511, 1.041, -1.973]], "lowdin_spin": [0.000, 0.000, 0.000, 0.004, 0.000, 0.000, 0.000, -0.001, 0.023, 0.002, 0.000, 0.115, 0.001, 0.000, 0.008, 0.000, 0.000, 0.001, 0.006, 0.011, 0.000, 0.000, 0.000, 0.000, 0.000, 0.000, 0.000, 0.000, 0.000, 0.000, 0.000, 0.000, 0.001, -0.003, 0.000, 0.000, 0.000, 0.000, 0.000, 0.000, -0.001, 0.000, 0.000, 0.000, 0.005, 0.006, 0.000, 0.000, 0.007, 0.000, 0.003, 0.000, 0.000, 0.000, 0.000, 0.000, 0.000, 0.000, 0.024, 0.000, 0.000, 0.000, 0.000, 0.000, -0.001, 0.678, 0.000, 0.023, 0.000, 0.000, 0.000, 0.000, 0.000, 0.000, 0.000, 0.002, 0.016, 0.002, 0.000, 0.001, 0.000, 0.000, 0.038, 0.000, 0.000, 0.009, 0.000, 0.000, 0.000, 0.003, 0.000, 0.000, 0.000, 0.000, 0.000, 0.000, 0.000, 0.000, 0.000, 0.001, 0.006, 0.000, 0.000, 0.000, 0.000, 0.000, 0.000, 0.000, 0.000, 0.000, 0.000, 0.000, 0.000, 0.002, 0.000, 0.000, 0.000, 0.000, 0.005], "multiplicity": 2, "homo_lumo_gap_ha": [0.2346, 0.2512], "lumo_energy_ev": [-0.29, -0.36], "de_lowest_kcal_mol": 20.0}

{"formula": "C4H10N2O2", "method": "ωB97M-V with the def2-TZVPD basis set", "elements": ["O", "H", "H", "H", "C", "N", "H", "C", "H", "H", "H", "O", "N", "C", "H", "C", "H", "H"], "positions_angstrom": [[2.743, 1.171, -0.405], [-2.693, -1.465, -0.593], [-2.316, -0.292, 1.815], [-1.557, -0.725, -1.528], [1.573, 1.807, -0.711], [-1.398, -0.732, 1.752], [0.643, 0.394, 1.328], [0.016, -1.961, 0.205], [1.473, 2.162, -1.734], [0.498, -2.322, 1.131], [1.363, 2.599, -0.002], [0.377, -2.294, -0.897], [-2.018, -0.707, -0.621], [-1.050, -0.913, 0.432], [0.460, 0.864, -0.450], [-0.230, 0.487, 0.693], [-0.887, 1.349, 0.706], [3.005, 0.579, -1.122]], "mulliken_charge": [-0.474, 0.237, 0.305, 0.265, -0.526, -0.789, 0.435, -0.262, 0.355, 0.425, 0.305, -0.512, -0.628, 1.136, 0.108, -1.175, 0.468, 0.328], "homo_lumo_gap_ha": [0.2885, 0.2924], "lumo_energy_ev": [0.21, 0.21], "de_lowest_kcal_mol": 155.3}